# 1
Here is a structure of composition C50H60Ge2N3O3S6Y from OMol25. Energies are from ωB97M-V/def2-TZVPD.

E_HOMO: -7.823 eV
Frontier orbital gap: 7.26 eV
2S+1: 1
Relative energy (zero: lowest compared OMol25 entry of this formula, charge and spin): 0.000 eV
DFT total energy: -8912.8447 a.u.

Last column: Löwdin charge in e.
Geometry (Å):
C -1.736 5.931 3.063  -0.058
C -4.581 -0.440 -4.822  -0.045
C -4.982 -1.281 3.389  -0.055
C -2.144 -4.302 1.653  -0.241
C -2.859 -0.707 1.821  -0.215
C -3.390 0.320 2.595  -0.250
H 5.971 1.448 2.227  0.067
N 6.501 -5.464 2.883  -0.070
H -1.868 -0.897 -5.005  0.117
C -2.059 -5.466 -0.478  -0.251
H -1.660 6.356 2.073  0.065
C 5.109 2.502 -0.465  -0.031
C -1.631 -4.302 3.079  -0.077
C -3.614 1.696 -3.791  -0.027
H -4.571 2.004 -3.439  0.101
H 3.886 3.030 -3.611  0.071
C 7.706 -5.544 2.111  -0.107
C -2.611 2.583 -3.418  -0.206
H -3.879 -1.130 -0.360  0.076
S 3.906 -5.133 3.524  0.608
H 4.031 -5.626 0.850  0.021
H -0.751 -6.671 -1.721  0.044
H -1.838 -7.604 -0.699  0.076
C 1.747 5.023 -2.545  -0.039
C 2.760 3.814 0.323  -0.235
H 7.901 -6.504 1.547  0.096
C 5.221 -5.397 2.442  -0.851
H -3.504 2.065 -0.350  0.061
H -4.224 -1.222 -5.488  0.073
H -1.426 3.914 4.896  0.114
H 5.616 -6.226 0.578  0.109
C -2.097 0.082 -4.597  -0.006
H -2.917 1.532 5.849  0.084
S 0.209 -1.959 1.882  0.204
H 5.996 1.964 -0.824  0.115
C -4.345 -2.345 2.752  -0.030
S -0.270 1.618 0.963  0.309
N 5.028 -5.572 1.090  0.090
H -1.112 1.539 5.661  0.105
H -1.047 -5.211 3.190  0.067
H 4.759 -2.453 -1.653  0.055
H 7.828 -4.702 1.370  0.104
C 0.877 2.796 -2.337  -0.167
H -0.720 5.887 3.497  0.080
C -2.759 -3.192 1.087  -0.159
H 7.055 2.594 1.469  0.085
H 3.334 -3.668 1.951  -0.065
C 4.985 2.814 0.896  -0.267
H -5.907 -1.439 3.957  0.111
H -1.148 -6.165 1.356  0.109
C 0.790 5.406 -3.418  -0.051
H 0.782 6.368 -3.863  0.097
N 1.170 -4.646 -2.252  -0.393
H -2.946 -4.361 -2.074  0.110
H 3.362 -2.122 2.031  0.082
S 2.612 0.143 -0.757  0.141
H 1.140 4.084 1.791  0.072
H 4.437 -3.878 -1.061  0.019
O 3.393 -2.860 1.368  -0.249
C 4.073 2.788 -1.431  -0.254
H -4.561 1.275 0.757  0.066
S -0.602 -0.672 -1.289  0.221
C -1.790 -5.433 0.890  -0.017
H -4.998 -0.940 -3.946  0.073
C -3.453 0.490 -4.453  -0.246
H -3.254 4.767 1.081  0.132
H 3.916 1.366 -3.019  0.055
Y 1.703 -2.330 -0.271  0.795
H 6.605 -5.201 3.865  0.126
C 3.775 3.471 1.267  0.015
H -3.168 -1.734 -1.829  0.040
C 1.617 4.559 0.888  -0.083
O 1.092 -3.398 -2.372  -0.348
C -0.185 4.445 -3.776  -0.031
H 1.870 5.597 1.203  0.094
H -4.758 -3.387 2.813  0.147
C 2.896 3.452 -1.017  -0.205
H -0.880 -3.489 3.211  -0.020
H 8.563 -5.569 2.793  0.086
H -2.314 6.619 3.711  0.084
C -2.934 1.713 2.717  -0.181
H -5.069 0.820 3.825  0.135
C -2.108 1.344 5.147  -0.042
C -4.085 2.218 0.536  -0.028
C -2.343 2.210 3.941  -0.201
C -2.276 4.522 2.997  -0.264
Ge -1.101 -0.487 0.889  0.090
C -1.976 3.572 4.018  -0.009
C -1.258 2.229 -3.658  -0.120
C -3.035 4.041 1.923  -0.018
H 5.954 3.146 2.806  0.086
H -4.890 2.922 0.305  0.089
H -2.429 -6.778 -2.152  0.077
H 1.198 1.210 -4.574  0.089
H 0.819 4.721 0.129  0.082
H -0.994 4.740 -4.491  0.131
S 1.789 -5.162 -0.649  0.437
C -3.063 -3.211 -0.290  -0.230
H -4.164 3.781 -2.673  0.079
C -3.326 2.670 1.762  -0.240
O 4.084 -3.128 -1.567  -0.121
C -3.324 -2.035 1.922  -0.220
C -2.720 -4.332 -1.030  0.001
H 3.650 3.712 2.309  0.108
H -2.670 4.028 -1.773  0.084
H 2.488 5.740 -2.092  0.146
H -5.368 0.122 -5.339  0.082
H 5.382 2.316 -3.076  0.073
C -0.169 3.166 -3.272  -0.186
H -2.070 0.307 4.879  0.065
C 1.832 3.726 -2.004  -0.254
H -4.774 -2.363 -1.285  0.090
H -2.816 4.754 -3.368  0.065
H 0.449 -0.019 -5.511  0.072
C -3.069 3.873 -2.789  -0.043
C 0.381 0.457 -4.547  -0.057
C -3.762 -2.068 -0.972  -0.064
Ge 0.692 1.263 -1.022  0.180
C 6.040 2.479 1.915  -0.060
H -2.380 -4.210 3.857  0.072
C -4.521 0.012 3.332  -0.039
H 0.734 -0.349 -3.935  0.046
C 4.315 2.381 -2.868  -0.055
C -1.028 0.946 -4.245  -0.215
C -1.750 -6.702 -1.297  -0.055


# 2
Here is a structure of composition C50H61BCoN9O3S3 from OMol25. Energies are from ωB97M-V/def2-TZVPD.

E_HOMO (spin up / spin down): -6.433 / -7.099 eV
Frontier orbital gap (spin up / spin down): 6.74 / 4.28 eV
2S+1: 5
Relative energy (zero: lowest compared OMol25 entry of this formula, charge and spin): 0.021 eV
DFT total energy: -5262.7852 a.u.

Last column: Löwdin spin population.
Geometry (Å):
H -2.848 5.736 -0.379  0.000
C -4.826 -2.889 -2.967  0.000
C 2.710 -4.227 -2.611  0.000
H -6.740 -1.251 -1.853  0.000
N -1.261 4.372 0.204  0.006
H -1.275 2.750 -3.700  0.004
H 1.810 -4.347 2.811  0.000
C 3.645 -3.907 1.810  0.000
H 3.986 2.206 3.831  0.000
C 2.159 -3.733 1.981  0.000
H -4.703 -1.159 -4.981  0.000
H 0.128 4.223 -2.048  0.000
H 4.780 4.020 2.374  0.000
H -2.104 -0.700 6.872  0.000
C 5.866 -3.144 1.220  0.000
C -3.402 -1.084 0.475  0.118
C -0.700 -1.649 -2.415  0.014
C 0.037 -2.029 4.527  0.001
C -3.736 0.304 -1.190  0.014
N 2.408 -2.363 -0.559  0.001
N -4.093 -0.966 -1.614  0.083
C -1.265 3.102 0.683  0.007
H 2.717 -4.960 -1.796  0.000
C -4.824 -1.362 -2.863  0.004
H -3.142 -1.426 1.456  0.003
H 3.584 -5.873 2.624  0.000
H 1.834 -1.063 -5.516  0.000
C 0.515 -3.408 -3.505  0.002
H -3.813 -3.287 -2.884  0.000
H -0.168 0.814 6.467  0.000
H -6.828 -1.135 -3.620  0.000
H -0.974 -2.041 6.952  0.000
C 0.612 0.340 -5.109  0.001
H 0.204 -0.610 -6.988  0.000
H 2.709 -4.786 -3.546  0.000
N -2.563 0.830 2.512  0.004
C -6.256 -0.840 -2.741  0.005
H -3.827 2.159 3.637  0.000
N -3.286 0.202 0.100  0.066
H -4.436 3.664 0.335  0.002
H 1.606 -4.036 1.089  0.000
C 2.670 -0.034 3.192  0.000
C 0.309 0.128 5.765  0.000
H -3.121 -1.174 -4.186  0.000
H -5.212 -3.162 -3.947  0.000
H 4.622 -0.858 1.103  0.000
H -1.070 6.451 -1.593  0.000
H 1.135 4.510 1.563  0.001
C 0.995 1.561 -2.926  0.010
C 4.083 3.072 0.571  0.000
C -3.882 -1.812 -0.583  0.157
H -0.649 -2.694 4.004  0.000
C 3.451 1.965 0.035  0.003
H 2.313 0.453 4.100  0.000
C -2.574 4.772 0.002  0.002
S 0.085 2.226 1.234  0.022
C 3.032 0.914 0.855  0.001
C 0.756 4.480 -1.194  0.000
C 1.352 -2.376 -1.514  0.009
H 3.422 -0.770 3.491  0.000
H 4.398 3.874 -0.085  0.000
H -2.551 2.455 -5.807  0.000
H -4.127 0.270 -4.123  0.001
C 3.856 2.126 2.757  0.000
C -0.701 -0.864 5.179  0.000
Co 0.352 0.245 -0.297  2.677
N -1.560 -0.102 4.223  0.007
H 7.490 -4.486 1.583  0.000
H 3.646 -3.664 -2.562  0.000
H -1.333 -2.627 -4.235  0.000
H 1.880 -2.699 2.179  0.000
C 4.490 -2.916 1.291  0.000
B -3.192 1.353 1.187  0.007
H -1.124 7.099 0.067  0.000
C 0.259 -1.512 -1.404  0.044
H -5.465 -3.356 -2.217  0.000
H -2.345 -2.116 5.839  0.000
H 6.498 -2.361 0.818  0.000
C 1.506 -3.322 -2.540  0.001
H 1.103 -0.405 6.288  0.000
C -3.365 3.744 0.346  0.005
S -0.668 -1.015 1.780  0.045
H -2.565 1.047 5.760  0.000
H 0.536 -2.585 5.322  0.000
H 1.557 5.136 -1.539  0.000
C 0.779 5.443 1.137  0.001
C -0.589 -2.574 -3.446  0.002
H -6.262 0.247 -2.672  0.004
C -1.596 -1.454 6.277  0.000
C 5.594 -5.335 2.139  0.000
C -0.952 2.025 -4.438  0.007
C -2.450 0.842 4.715  0.002
C -3.065 1.402 3.667  0.001
H 0.200 5.983 1.890  0.000
N -2.560 2.693 0.752  0.005
C 4.231 -5.106 2.214  0.000
O 2.174 1.867 -3.032  0.013
H 0.626 -4.116 -4.319  0.000
H -1.801 0.753 -7.453  0.000
C -0.119 0.144 -6.277  0.002
H -4.051 -2.869 -0.640  0.008
H 2.998 -3.178 -0.559  0.000
H 0.372 7.149 -0.863  0.000
N 4.032 -1.647 0.888  0.002
C -1.615 -0.083 2.857  0.010
H 6.007 -6.276 2.475  0.000
C 0.199 1.298 -4.183  0.003
C -1.671 1.854 -5.615  0.002
H -4.342 1.608 1.441  0.003
C -4.145 -0.813 -4.111  0.003
S -3.842 1.711 -2.067  0.489
C 6.421 -4.335 1.645  0.000
N 2.361 -0.159 0.198  0.033
C -0.060 5.199 -0.119  0.000
O 0.342 1.457 -1.821  0.064
C -0.516 6.554 -0.658  0.000
C 4.298 3.152 1.941  0.004
H 1.644 6.049 0.861  0.000
H 1.837 -0.563 2.731  0.000
H 0.751 0.716 4.961  0.000
C 3.216 0.998 2.242  0.003
H -1.559 -0.983 -2.421  0.002
H 1.200 3.560 -0.815  0.000
C 2.878 -1.344 0.193  0.005
H 0.785 -1.686 3.817  0.000
H 3.252 1.904 -1.030  0.000
C -1.249 0.906 -6.534  0.000
O 1.707 -0.410 -4.820  0.000


Q: Look up the relative energy (zero: lowest compared OMol25 entry of this formula, charge and spin) of the second one.
A: 0.021 eV